Computed, not measured: C6H2F4O3S in the gas phase in a non-equilibrium geometry, with ωB97M-V/def2-TZVPD.

The energy above the lowest of the compared OMol25 structures with the same formula, charge and spin is 41.6 kcal/mol. For the highest occupied orbital energy (alpha / beta), the calculation gives -0.333 / -0.358 Eh. The value obtained for the calculated total energy is -1252.9253 Ha. The LUMO energy (alpha / beta) comes out at -2.831 / -2.383 eV.

CARTESIAN COORDINATES (ANGSTROEM)
C (0.9480, -1.4639, 0.0044)
C (0.2304, -0.8786, 1.0446)
C (0.8768, -1.1221, -1.4072)
C (-0.7444, 0.0629, 0.9786)
C (-0.1280, 0.0793, -1.5857)
C (0.2380, 1.3408, -0.9831)
O (1.6906, -1.5084, -2.2366)
O (-1.2938, 2.2682, 2.3753)
O (-2.6243, 0.2365, 2.8725)
F (1.8878, -2.3815, 0.2869)
F (0.4309, -1.3697, 2.2661)
F (-0.2445, 0.3082, -2.9383)
F (1.4090, 1.5426, -0.5381)
S (-1.4082, 0.8363, 2.3963)
H (-1.1131, -0.1396, -1.1553)
H (-0.1553, 2.1890, -1.3804)

Cartesian forces (eV/Å) of the 6 atoms listed first:
1.08 -1.09 -0.17
-0.11 -0.86 0.34
0.95 1.65 0.42
-0.27 2.36 -0.23
-0.43 -2.07 -1.51
-0.54 -1.83 1.89